# 1
The following is a quantum chemistry calculation of a structure of composition C23H30BBrCrF2NO2SbTe, from OMol25.

CARTESIAN COORDINATES (ANGSTROEM)
B (-0.584, -4.066, 1.107)
C (-2.922, 2.824, 1.048)
C (3.399, -4.583, -0.252)
C (-4.834, -0.993, 0.785)
C (-3.020, 0.508, 1.732)
H (-0.472, 1.481, 2.616)
C (5.738, -4.212, 0.169)
H (-5.086, -1.368, 1.778)
H (0.297, -0.916, -2.597)
H (-2.459, 3.804, 1.133)
H (1.356, 1.183, -3.577)
H (2.337, 2.508, -0.772)
H (0.151, 3.992, -0.876)
H (1.975, 1.558, 2.132)
H (-5.377, 1.216, -0.595)
H (-0.637, 4.265, -2.428)
H (3.158, 2.752, 1.600)
C (-0.032, 3.552, -1.860)
C (5.415, -3.076, 0.892)
H (4.970, -5.855, -0.964)
H (1.751, -1.189, -1.652)
C (4.104, -2.678, 1.059)
C (-1.356, 2.077, 2.833)
H (0.935, 3.472, -2.362)
C (-4.553, 1.384, 0.091)
C (2.121, 1.740, -0.027)
H (6.773, -4.502, 0.053)
H (1.434, 3.110, 1.518)
H (-5.747, -0.886, 0.198)
C (2.177, 2.322, 1.380)
C (4.722, -4.965, -0.400)
C (1.134, -0.411, -2.113)
C (-4.448, 3.766, -0.722)
C (-1.916, -1.713, -0.974)
C (1.954, 0.398, -3.108)
H (2.593, -5.153, -0.690)
O (0.770, -3.677, 0.028)
H (-4.836, 3.394, -1.671)
Br (6.808, -2.048, 1.666)
C (3.096, -3.441, 0.479)
H (-0.834, 1.736, -2.737)
H (2.345, -0.233, -3.912)
C (1.689, -3.012, 0.639)
O (1.411, -2.018, 1.329)
C (-0.727, 2.203, -1.756)
H (-1.733, 2.312, -1.349)
Cr (-0.676, -1.968, 0.732)
C (-3.959, 2.636, 0.144)
C (-2.456, 1.787, 1.852)
H (-5.253, 4.321, -0.232)
N (-2.328, -1.414, -2.015)
H (2.808, 0.881, -2.628)
F (-1.322, -4.960, 0.404)
H (-1.087, 3.135, 2.810)
Sb (0.253, 0.736, -0.504)
H (-4.207, -1.749, 0.309)
C (-4.113, 0.322, 0.878)
Te (-2.155, -1.145, 2.774)
H (2.884, 0.964, -0.144)
H (-3.646, 4.474, -0.938)
H (-1.654, 1.810, 3.848)
H (3.845, -1.796, 1.627)
F (0.030, -4.599, 2.209)

Results
orbital gap (alpha / beta) = 0.231 / 0.237 Ha
E_LUMO (alpha / beta) = 2.141 / 2.118 eV
HOMO (alpha / beta) = -4.15 / -4.33 eV
total charge = -1
ΔE to the lowest compared entry with this formula, charge and spin = 0.0 kJ/mol
multiplicity = 4

Atomic partial charges in e from the Mulliken method, atoms 1 to 8: 0.607 -0.447 -0.441 -1.632 -0.453 0.258 -0.311 0.363


# 2
The following is a quantum chemistry calculation of a structure of composition C8H21FINdOP2 in a non-equilibrium geometry, from OMol25.

CARTESIAN COORDINATES (ANGSTROEM)
H (-3.663, 0.101, -0.003)
H (4.324, 0.736, -0.294)
C (-0.679, 1.256, -0.041)
H (4.653, 2.379, 0.312)
H (3.651, 2.157, -1.148)
F (2.778, -1.490, -0.358)
H (-2.335, -2.221, -3.078)
C (3.894, 1.738, -0.160)
P (-2.171, -1.753, -0.684)
I (-0.654, -0.030, 2.322)
H (-4.509, -1.252, -0.805)
C (3.053, 1.089, 2.446)
O (-0.099, -0.525, -3.778)
H (-1.124, 1.965, 0.677)
H (2.877, 3.760, 1.625)
H (1.093, 3.541, 1.728)
H (2.235, 0.838, 3.137)
H (0.050, 1.874, -0.569)
C (-2.414, -2.807, -2.154)
H (1.809, 3.941, 0.203)
C (-2.761, -2.872, 0.654)
H (-3.833, -3.104, 0.549)
H (-3.567, -0.085, -1.783)
H (-3.409, -3.264, -2.091)
H (3.706, 0.206, 2.364)
C (-0.009, -0.710, -2.640)
H (-2.184, -3.807, 0.627)
H (-1.521, 1.045, -0.714)
Nd (0.785, -0.854, -0.276)
H (-2.584, -2.356, 1.609)
H (3.630, 1.943, 2.834)
P (2.333, 1.581, 0.831)
C (-3.627, -0.613, -0.830)
H (-1.656, -3.604, -2.175)
C (1.987, 3.372, 1.120)

Results
orbital gap (alpha / beta) = 0.200 / 0.196 Ha
E_LUMO (alpha / beta) = -10.445 / -10.539 eV
HOMO (alpha / beta) = -15.89 / -15.89 eV
total charge = +2
multiplicity = 4

Atomic partial charges in e from the Mulliken method, atoms 1 to 8: 0.377 0.382 -1.506 0.388 0.356 -0.563 0.409 -1.221


# 3
The following is a quantum chemistry calculation of a structure of composition C17H49NaO8S7 in a non-equilibrium geometry, from OMol25.

CARTESIAN COORDINATES (ANGSTROEM)
O (-5.322, -0.797, -2.695)
H (-6.108, -2.106, 1.594)
O (0.874, -3.226, 1.334)
H (-1.562, -1.157, -5.813)
C (1.649, -3.804, 3.794)
S (0.878, -1.279, -5.781)
H (0.704, -0.379, 2.164)
H (1.418, 0.334, -4.172)
C (2.594, 6.193, -1.578)
H (1.155, -0.961, 0.647)
H (3.107, -1.950, 1.479)
H (0.636, 2.941, 4.003)
C (3.718, -1.447, 0.722)
S (-4.148, -0.309, -1.894)
H (6.881, -3.330, 0.825)
H (-0.868, 0.415, -5.764)
C (0.889, -0.620, -4.095)
H (-0.067, -0.568, -3.580)
H (-0.733, 0.733, -1.060)
C (0.477, -0.227, 1.103)
H (3.442, -1.927, -0.221)
C (-4.664, 1.194, -0.942)
C (5.829, -3.094, 0.687)
H (-4.847, 0.868, 0.083)
H (-1.757, 5.315, 2.278)
H (-0.845, -0.501, -7.306)
H (-5.629, 1.491, -1.352)
O (5.994, -0.628, -0.165)
H (1.723, -4.629, 4.504)
C (0.212, 1.259, -0.855)
Na (4.462, 1.765, 0.017)
O (4.184, 4.374, -0.419)
C (-1.465, 4.289, 2.477)
H (-5.739, -2.982, 3.102)
H (-0.720, 1.858, 3.761)
H (-3.904, 1.090, -3.765)
H (-2.609, -0.071, -3.824)
C (-0.355, 2.682, 4.378)
S (-1.366, 4.208, 4.304)
H (-6.733, -3.749, 1.846)
H (3.389, 6.468, -2.274)
H (2.694, 6.931, -0.780)
O (2.060, 1.540, 0.621)
H (-0.358, -5.739, 3.579)
H (-2.152, 3.532, 2.103)
H (2.333, 4.218, -3.374)
C (-3.386, -2.421, 1.274)
H (-3.957, 2.019, -0.921)
O (0.669, -2.752, -5.735)
H (-0.872, -5.855, 1.976)
S (1.132, -4.417, 2.193)
S (-4.452, -3.931, 1.320)
H (-1.117, -4.283, 2.889)
S (5.443, -1.366, 1.049)
H (5.447, -3.466, -0.262)
C (-3.150, 0.586, -3.153)
C (-0.465, -5.130, 2.675)
H (0.928, 0.782, -1.529)
H (-3.787, -1.556, 0.751)
H (5.303, -3.709, 1.432)
C (-0.743, -0.567, -6.227)
H (-0.507, -0.662, 0.892)
H (-0.045, 2.243, -1.269)
H (1.565, -1.203, -3.465)
H (0.988, -3.033, 4.194)
H (1.607, 6.344, -2.013)
H (4.014, 3.734, -2.886)
O (-3.877, -4.866, 2.356)
O (-0.382, 5.275, 4.697)
H (-2.617, 1.368, -2.616)
H (0.239, 1.952, 1.228)
H (2.645, -3.372, 3.703)
C (0.721, 1.204, 0.584)
C (2.953, 3.694, -2.651)
C (-5.892, -3.080, 2.026)
S (2.774, 4.468, -1.002)
H (-3.222, -2.111, 2.309)
H (3.189, -0.486, 0.627)
H (2.631, 2.664, -2.503)
H (-0.456, 4.073, 2.127)
H (-2.430, -2.694, 0.831)
H (-0.242, 2.336, 5.403)

Results
orbital gap = 0.263 Ha
E_LUMO = -0.034 eV
HOMO = -7.19 eV
total charge = 0
ΔE to the lowest compared entry with this formula, charge and spin = 0.0 kJ/mol
multiplicity = 1

Atomic partial charges in e from the Mulliken method, atoms 1 to 8: -0.717 0.279 -0.456 0.269 -0.995 0.483 0.444 0.364


# 4
The following is a quantum chemistry calculation of a cluster of 8 separate species, C3H21NO7 in total in a non-equilibrium geometry, from OMol25.

CARTESIAN COORDINATES (ANGSTROEM)
O (1.380, -0.899, 1.210)
H (2.216, -0.439, 1.184)
H (1.515, -1.847, 1.272)
O (1.626, 0.639, -4.134)
H (0.952, -0.037, -4.214)
H (-2.118, 3.132, 1.466)
C (-0.136, 2.037, 0.326)
H (0.499, -3.805, -0.512)
O (-2.030, -1.045, 3.122)
C (-1.323, 1.444, 0.532)
H (0.995, 0.254, 3.903)
N (-1.489, 0.109, 0.204)
H (0.159, 0.871, 2.714)
H (0.736, 1.396, 0.179)
H (0.775, -2.863, -1.653)
H (-1.277, -0.589, -3.941)
H (2.502, 1.225, -0.825)
O (2.928, 0.501, -1.295)
H (-1.959, -1.335, 4.030)
C (-2.484, 2.190, 1.120)
O (0.266, 0.822, 3.661)
H (-3.282, 2.244, 0.367)
H (-1.181, -0.882, 2.711)
H (-2.265, -0.383, 0.625)
H (0.191, 3.062, 0.233)
H (-2.981, 1.610, 1.901)
H (-0.651, -0.451, 0.220)
O (-0.781, -1.416, -3.897)
H (1.729, 0.791, -3.191)
H (-1.211, -1.859, -3.160)
H (3.736, 0.337, -0.800)
O (1.004, -3.013, -0.733)

Results
orbital gap = 0.300 Ha
SMILES string = C=C(C)N.O.O.O.O.O.O.O
E_LUMO = 0.018 eV
HOMO = -8.15 eV
total charge = 0
ΔE to the lowest compared entry with this formula, charge and spin = 144.5 kJ/mol
multiplicity = 1

Atomic partial charges in e from the Mulliken method, atoms 1 to 8: -0.473 0.224 0.237 -0.631 0.324 0.322 -0.544 0.299


# 5
The following is a quantum chemistry calculation of a cluster of 2 separate species, C2H3O3PS in total in a non-equilibrium geometry, from OMol25.

CARTESIAN COORDINATES (ANGSTROEM)
O (2.220, -0.964, 1.305)
C (-2.522, -0.265, -0.041)
S (0.191, 1.087, 0.513)
O (3.112, 1.169, 0.150)
H (2.863, 1.595, -0.669)
P (1.879, -0.049, 0.171)
H (-4.498, -1.353, -0.148)
C (-3.576, -0.833, -0.106)
O (1.902, -0.609, -1.230)
H (-1.570, 0.223, 0.055)

Results
orbital gap = 0.196 Ha
E_LUMO = 5.966 eV
HOMO = 0.63 eV
total charge = -2
ΔE to the lowest compared entry with this formula, charge and spin = 110.5 kJ/mol
multiplicity = 1

Atomic partial charges in e from the Mulliken method, atoms 1 to 8: -0.750 -0.169 -0.776 -0.550 0.256 0.754 0.350 -0.336